# 1
{
  "formula": "C3H3NO",
  "method": "the ωB97M-V functional and the def2-TZVPD basis",
  "elements": ["C", "C", "O", "H", "H", "C", "N", "H"],
  "coordinates": [[-0.544522, -1.458108, 0.112330], [-1.147853, -0.296906, 0.174096], [-1.666197, 0.751885, 0.223268], [0.482684, -1.477954, -0.233358], [-1.060564, -2.358744, 0.415820], [1.302675, 1.640026, -0.226817], [1.958793, 0.715400, -0.441029], [0.674981, 2.484400, -0.024310]],
  "forces_ev_per_angstrom": [[-0.1, 0.1, 0.0], [-0.3, 0.6, 0.0], [0.4, -0.9, 0.0], [-0.1, 0.0, 0.1], [0.0, 0.1, 0.0], [0.6, -0.8, -0.2], [-0.7, 1.0, 0.2], [0.1, -0.1, 0.0]],
  "lumo_energy_ev": 0.889,
  "homo_ev": -9.359,
  "orbital_gap_ev": 10.2,
  "multiplicity": 1,
  "smiles": "C=C=O.C#N"
}

# 2
{
  "formula": "CHF3",
  "method": "the ωB97M-V functional and the def2-TZVPD basis",
  "elements": ["F", "C", "F", "F", "H"],
  "coordinates": [[0.691583, 1.067507, -0.126427], [-0.078268, 0.024963, -0.016984], [-0.043481, -0.777903, -1.050959], [0.448678, -0.741381, 0.968060], [-1.018512, 0.426814, 0.226310]],
  "forces_ev_per_angstrom": [[1.5, 1.3, -1.0], [0.9, -1.4, 1.6], [-0.3, 0.2, -1.6], [-0.4, 0.2, 0.7], [-1.8, -0.3, 0.2]],
  "lumo_energy_ev": 1.084,
  "homo_ev": -13.986,
  "orbital_gap_ev": 15.1,
  "multiplicity": 1,
  "smiles": "FC(F)F"
}

# 3
{
  "formula": "C18H18BrN7O3Os",
  "method": "the ωB97M-V functional and the def2-TZVPD basis",
  "elements": ["Os", "Br", "C", "C", "C", "C", "O", "C", "C", "N", "C", "C", "C", "C", "C", "C", "C", "C", "N", "C", "C", "H", "H", "H", "H", "H", "H", "H", "H", "H", "H", "N", "N", "C", "N", "N", "N", "O", "O", "H", "H", "H", "H", "H", "C", "H", "H", "H"],
  "coordinates": [[-0.788315, 0.125416, 0.037232], [3.430837, -3.146732, 5.199216], [2.102470, -2.476660, 4.055500], [0.742298, -2.838553, 4.276460], [-0.259005, -2.379957, 3.473764], [0.019002, -1.514050, 2.395738], [-0.950909, -1.143062, 1.627430], [1.383452, -1.117007, 2.184833], [1.788057, -0.229306, 1.226482], [1.029655, 0.566976, 0.435370], [1.653326, 1.528929, -0.420434], [2.907201, 2.054061, -0.262614], [3.396127, 2.997508, -1.192208], [2.624188, 3.415864, -2.239176], [1.305638, 2.922172, -2.392560], [0.418295, 3.339702, -3.408111], [-0.855804, 2.840650, -3.434825], [-1.249047, 1.917473, -2.456596], [-0.438943, 1.487034, -1.506760], [0.832562, 1.980848, -1.468189], [2.414742, -1.657078, 3.036856], [0.507765, -3.500377, 5.100425], [-1.287349, -2.668717, 3.641413], [2.862165, -0.131444, 1.108932], [3.532734, 1.771940, 0.573554], [4.392099, 3.395220, -1.058164], [3.000045, 4.141720, -2.948110], [0.751584, 4.055724, -4.148577], [-1.566916, 3.145612, -4.188449], [-2.254865, 1.516422, -2.454741], [3.446779, -1.377220, 2.869671], [-3.014492, -0.376677, 0.038213], [-3.279954, -1.684660, -0.375015], [-2.300632, -2.342143, -1.010424], [-2.509887, -3.568272, -1.432846], [-1.177457, -1.608698, -1.142342], [-0.029248, -2.132976, -1.731852], [0.926286, -1.404449, -1.642603], [-0.073945, -3.164440, -2.363821], [-3.177106, -0.297688, 1.041088], [-3.626307, 0.272145, -0.451668], [-4.178508, -2.098201, -0.176811], [-3.398784, -4.025092, -1.300517], [-1.774106, -4.040180, -1.940318], [-1.714240, 1.640706, 1.068576], [-0.946172, 2.389482, 1.281534], [-2.135657, 1.283778, 2.009092], [-2.479646, 2.134264, 0.466375]],
  "forces_ev_per_angstrom": [[0.3, -0.4, 0.7], [-0.1, 0.0, 0.0], [0.0, -0.2, 0.2], [-0.2, 0.0, 0.0], [0.0, -0.2, 0.3], [-0.4, 0.2, -0.2], [0.3, -0.1, 0.3], [0.1, -0.3, 0.2], [0.3, 0.6, 0.0], [-0.3, -0.3, -0.7], [0.2, 0.0, 0.2], [0.0, 0.0, 0.0], [0.0, 0.0, 0.0], [0.0, 0.0, 0.0], [0.0, 0.0, 0.0], [0.0, 0.0, 0.0], [0.0, 0.0, 0.0], [0.0, 0.0, 0.0], [-0.3, -0.2, -0.2], [0.0, 0.1, 0.0], [0.0, 0.1, -0.3], [0.0, 0.0, 0.0], [0.0, 0.0, 0.0], [0.0, 0.2, 0.0], [0.0, 0.0, 0.0], [0.0, 0.0, 0.0], [0.0, 0.0, 0.0], [0.0, 0.0, 0.0], [0.0, 0.0, 0.0], [0.0, 0.0, 0.0], [0.0, 0.1, -0.1], [0.1, 0.2, 0.1], [-0.1, 0.0, 0.0], [0.2, 0.0, -0.1], [0.1, -0.1, -0.1], [0.0, 0.1, 0.0], [-0.4, 0.1, -1.1], [0.3, 0.1, 0.4], [-0.2, -0.1, 0.4], [-0.1, -0.1, 0.0], [0.0, 0.0, 0.0], [0.0, 0.0, 0.0], [0.0, 0.0, 0.0], [0.0, 0.0, 0.0], [-0.2, 0.3, -0.1], [0.0, -0.1, 0.0], [0.0, 0.0, 0.0], [0.0, 0.1, 0.0]],
  "lumo_energy_ev": [-7.821, -7.820],
  "homo_ev": [-13.919, -13.919],
  "total_charge": 2,
  "orbital_gap_ev": [6.1, 6.1],
  "multiplicity": 1
}

# 4
{
  "formula": "C2H3Br2N",
  "method": "the ωB97M-V functional and the def2-TZVPD basis",
  "elements": ["C", "C", "N", "Br", "Br", "H", "H", "H"],
  "coordinates": [[-1.300151, -0.045563, -0.059776], [1.139097, 0.120427, 0.032218], [-0.178392, 0.690333, 0.093414], [-2.864672, 1.069800, -0.079940], [-1.522006, -1.817306, -0.241338], [1.473611, -0.819488, -0.486702], [1.536700, -0.114044, 1.051465], [1.715812, 0.915842, -0.309339]],
  "forces_ev_per_angstrom": [[4.3, 5.6, 0.9], [0.8, -1.9, 1.6], [-4.7, -3.8, -0.9], [0.2, -0.6, 0.0], [-0.1, -1.7, -0.2], [-1.4, 0.7, -0.3], [-0.6, 0.5, -0.3], [1.4, 1.2, -0.7]],
  "lumo_energy_ev": 0.501,
  "homo_ev": -9.841,
  "orbital_gap_ev": 10.3,
  "multiplicity": 1
}

# 5
{
  "formula": "C19H28N5O3",
  "method": "the ωB97M-V functional and the def2-TZVPD basis",
  "elements": ["C", "C", "C", "C", "O", "N", "C", "C", "C", "N", "C", "N", "C", "N", "C", "C", "C", "O", "C", "C", "O", "C", "C", "C", "N", "C", "C", "H", "H", "H", "H", "H", "H", "H", "H", "H", "H", "H", "H", "H", "H", "H", "H", "H", "H", "H", "H", "H", "H", "H", "H", "H", "H", "H", "H"],
  "coordinates": [[0.032889, 8.008664, -0.852940], [0.685537, 7.049713, 0.133982], [1.243958, 5.806224, -0.562457], [0.137777, 4.878011, -1.013655], [-1.026319, 5.021603, -0.705800], [0.511716, 3.824705, -1.817350], [1.852760, 3.314305, -1.936897], [2.167176, 2.268561, -0.828111], [0.992495, 2.032057, 0.114044], [-0.123236, 1.250955, -0.506441], [0.051915, -0.195406, -0.264223], [1.089921, -0.751832, -0.861769], [1.260461, -2.060999, -0.642824], [2.314920, -2.626985, -1.241973], [0.353427, -2.786074, 0.187834], [0.450905, -4.162053, 0.471108], [-0.470331, -4.780958, 1.280990], [-0.474156, -6.080375, 1.616044], [0.536210, -6.927929, 1.117004], [-1.551134, -4.021303, 1.850917], [-2.382685, -4.729168, 2.618955], [-3.480181, -4.080722, 3.226840], [-1.653270, -2.676283, 1.579943], [-0.714557, -2.045724, 0.754639], [-0.845931, -0.713102, 0.506761], [-0.321197, 1.484157, -1.956672], [-0.534469, 2.953067, -2.310424], [-0.340801, 8.885274, -0.331493], [-0.803104, 7.526166, -1.351855], [0.748859, 8.336325, -1.604132], [-0.051248, 6.740673, 0.876660], [1.501599, 7.556505, 0.651689], [1.830044, 6.112317, -1.431455], [1.902395, 5.265606, 0.122993], [2.564182, 4.135634, -1.883654], [1.956394, 2.863751, -2.926952], [2.471058, 1.316513, -1.261790], [2.996088, 2.624392, -0.216136], [1.331725, 1.463324, 0.982312], [0.589192, 2.982424, 0.466968], [-0.988855, 1.489036, -0.007331], [2.513912, -3.604904, -1.144614], [2.909081, -2.059619, -1.820473], [1.257982, -4.737136, 0.047699], [0.316395, -7.912690, 1.523962], [1.527526, -6.610715, 1.454685], [0.514556, -6.975838, 0.024032], [-3.148213, -3.293417, 3.909112], [-4.156021, -3.658057, 2.478414], [-3.999534, -4.853525, 3.789645], [-2.445258, -2.070263, 1.985408], [0.549450, 1.069198, -2.465680], [-1.199228, 0.913467, -2.267361], [-0.589695, 3.024595, -3.402900], [-1.474713, 3.327369, -1.893747]],
  "forces_ev_per_angstrom": [[0.0, -0.1, 0.2], [0.0, -0.1, -0.1], [-0.3, 0.4, 0.3], [0.3, -0.1, -0.2], [-0.3, 0.2, 0.3], [-0.2, -0.1, -0.3], [0.3, 0.1, 0.1], [-0.1, 0.0, -0.1], [0.9, 0.4, 0.4], [-0.3, -0.3, 0.2], [-0.3, -0.9, 0.4], [0.1, 0.1, -0.1], [-0.3, 0.3, 0.1], [0.1, -0.2, 0.0], [-0.5, 0.4, 0.2], [-0.1, -0.3, 0.2], [0.2, 0.0, -0.1], [-0.3, 0.3, 0.1], [0.2, -0.2, -0.1], [0.0, 0.1, 0.0], [0.4, -0.1, -0.3], [-0.3, 0.2, 0.2], [-0.1, -0.3, 0.2], [0.7, -0.4, -0.4], [-0.1, 0.9, -0.1], [-0.1, 0.4, -0.9], [-0.3, 0.0, 0.1], [-0.1, 0.1, 0.0], [-0.1, 0.0, -0.1], [0.1, 0.1, -0.1], [0.1, 0.0, 0.1], [0.0, -0.1, 0.0], [0.1, -0.1, 0.0], [0.1, -0.1, -0.1], [0.0, -0.1, -0.1], [0.1, 0.1, 0.0], [0.1, 0.0, 0.1], [0.0, -0.1, 0.1], [-0.2, 0.0, -0.1], [-0.1, -0.2, 0.0], [0.1, -0.1, -0.1], [0.0, 0.0, 0.0], [0.0, 0.0, 0.0], [0.0, -0.2, 0.0], [0.1, 0.1, -0.1], [0.0, 0.0, 0.0], [0.0, 0.0, 0.0], [0.0, 0.0, 0.0], [0.0, 0.0, 0.0], [0.0, 0.1, 0.0], [-0.1, 0.0, 0.1], [-0.1, 0.0, 0.1], [0.1, 0.0, 0.1], [0.0, -0.1, 0.1], [0.1, -0.1, -0.2]],
  "lumo_energy_ev": -2.433,
  "homo_ev": -11.092,
  "total_charge": 1,
  "orbital_gap_ev": 8.7,
  "multiplicity": 1,
  "smiles": "CCCC(=O)N1CCC[N@H+](c2nc(N)c3cc(OC)c(OC)cc3n2)CC1"
}

# 6
{
  "formula": "C4H9N2O",
  "method": "the ωB97M-V functional and the def2-TZVPD basis",
  "elements": ["C", "C", "C", "N", "C", "N", "H", "H", "H", "H", "H", "H", "H", "H", "H", "O"],
  "coordinates": [[-2.090380, -0.036731, 0.403070], [-0.800783, 0.450710, -0.092705], [-0.562035, 1.680589, -0.714873], [0.751116, 1.883251, -0.792774], [1.421317, 0.865689, -0.180201], [0.475885, -0.006650, 0.150062], [-2.037396, -1.068955, 0.738652], [-2.625751, 0.589568, 1.112956], [-2.819584, -0.012049, -0.422736], [-1.380392, 2.267933, -1.096548], [1.356828, 2.638008, -1.038473], [2.486620, 0.765108, -0.207209], [0.782362, -0.932167, 0.471147], [1.708482, -3.304049, -0.171212], [1.844110, -3.075377, 1.324850], [1.489601, -2.704871, 0.516000]],
  "forces_ev_per_angstrom": [[-1.3, -0.9, -1.0], [1.7, 2.7, -0.6], [-2.5, -1.4, 0.4], [2.9, -0.9, 1.3], [-2.2, 0.6, -1.6], [0.9, -1.2, 1.1], [0.0, 0.0, 0.2], [0.7, 0.1, 0.5], [0.4, -0.3, -0.1], [0.5, 0.6, -0.1], [-0.6, 1.0, -0.7], [0.2, -0.3, 0.3], [-0.5, -0.2, 0.1], [0.3, -0.9, -1.0], [0.1, -0.2, 0.2], [-0.4, 1.3, 0.9]],
  "lumo_energy_ev": -2.895,
  "homo_ev": -13.631,
  "total_charge": 1,
  "orbital_gap_ev": 10.7,
  "multiplicity": 1
}

Values of energy above the lowest of the compared OMol25 structures with the same formula, charge and spin, in order: 27.2; 5.2; 0.0; 19.3; 2.3; 9.6, all in kcal per mole.